[1]
The following is a quantum chemistry calculation of a 15-piece molecular cluster, C50H120N10O20 overall in a non-equilibrium geometry, from OMol25.

## Properties
HOMO-LUMO gap: 8.36 eV
E_tot: -109640.19405 eV

Last column: Mulliken charge in e.
CARTESIAN COORDINATES (ANGSTROEM)
H: -10.612 14.897 11.540  0.28
H: -18.930 9.155 13.265  0.26
C: -12.438 10.605 10.409  -0.73
H: -19.947 10.233 6.682  0.32
H: -16.833 16.784 9.736  0.05
H: -22.235 16.233 8.667  0.14
H: -19.220 20.243 8.649  0.33
H: -19.109 20.235 13.534  0.32
C: -15.561 17.758 12.299  -0.82
H: -15.171 8.170 1.629  0.29
C: -15.169 13.108 9.479  -0.59
H: -14.027 9.695 12.421  0.31
H: -10.610 15.548 9.178  -0.09
C: -17.684 16.774 15.578  -0.68
C: -18.286 9.441 4.554  0.20
H: -14.125 13.096 9.793  0.07
H: -16.680 6.901 9.282  0.44
C: -16.181 20.250 16.461  -1.13
H: -12.462 10.062 1.020  0.26
H: -18.615 18.971 10.520  0.01
N: -21.212 18.289 4.793  -0.15
O: -16.745 19.467 10.303  -0.57
H: -18.154 16.480 16.517  0.41
C: -12.872 17.211 5.890  0.29
C: -16.753 13.551 12.866  -0.04
H: -11.292 8.856 1.279  0.27
H: -12.516 9.518 10.375  0.47
C: -18.287 8.559 5.832  -1.07
H: -12.036 9.530 2.762  0.18
H: -14.451 7.439 3.966  0.38
C: -22.979 15.476 8.418  -0.84
H: -7.396 13.355 9.311  0.56
H: -14.676 9.798 2.070  0.38
H: -10.976 12.081 6.994  0.36
C: -16.606 15.807 4.256  -0.73
C: -8.291 13.449 9.926  -0.25
O: -18.923 14.112 4.066  -0.29
H: -21.324 12.936 10.165  0.11
O: -13.198 8.203 1.623  -0.42
H: -17.334 9.627 13.584  0.18
C: -20.063 19.907 9.253  -1.17
C: -21.581 19.264 5.572  0.67
H: -10.202 17.330 7.939  0.28
O: -22.863 13.077 8.191  -0.69
H: -20.299 11.612 14.530  0.36
H: -20.253 16.470 5.227  0.00
H: -13.336 7.919 6.007  0.41
H: -20.334 11.695 12.736  0.18
H: -17.411 7.910 5.842  0.26
C: -11.816 12.661 7.378  -0.96
C: -11.513 15.137 10.975  -1.21
H: -16.135 8.669 9.116  0.12
H: -14.607 17.425 7.176  0.37
C: -14.435 8.505 3.736  0.17
H: -16.814 14.566 12.474  0.02
O: -18.209 9.428 6.929  0.21
H: -19.324 10.540 8.284  0.03
N: -14.946 18.352 11.163  0.23
N: -18.049 12.982 12.700  0.49
H: -14.049 18.441 4.708  0.24
C: -13.814 10.764 12.387  -0.42
H: -18.456 8.616 1.329  0.33
C: -20.047 19.632 11.766  0.60
H: -20.584 20.832 9.501  0.42
H: -15.182 15.291 9.433  -0.16
C: -17.148 19.139 16.123  0.62
H: -19.868 8.860 7.799  0.38
H: -15.199 12.810 8.431  0.17
H: -16.503 17.275 12.041  -0.04
H: -17.844 8.125 9.084  0.16
C: -21.166 15.029 10.681  -0.80
H: -18.179 19.024 12.482  -0.11
H: -14.410 9.350 6.269  0.17
H: -14.113 19.043 8.587  -0.18
H: -9.786 12.562 11.207  -0.35
C: -8.633 11.561 13.205  -0.77
H: -20.920 18.435 3.837  0.25
H: -12.097 15.657 11.735  0.23
O: -13.592 11.233 11.061  -0.04
H: -19.429 9.744 2.109  0.36
H: -16.017 15.888 3.342  0.29
C: -21.401 20.637 4.983  -1.09
O: -12.013 12.411 8.716  0.27
H: -19.297 13.202 5.852  0.59
H: -13.658 20.073 9.594  0.41
C: -18.943 13.092 13.713  0.67
H: -10.144 18.916 8.843  0.43
O: -13.512 9.249 4.465  -0.34
H: -16.927 13.625 6.628  -0.23
H: -19.130 7.869 5.784  0.38
C: -10.744 18.057 8.544  -0.95
H: -15.828 17.563 16.162  0.24
H: -15.710 12.296 9.965  -0.09
C: -13.953 16.632 6.813  0.12
C: -19.379 9.787 7.498  -0.79
H: -13.083 10.954 13.173  0.25
O: -16.448 14.574 4.945  -0.38
H: -9.588 11.965 13.541  0.29
C: -17.749 8.982 11.562  0.67
H: -6.574 15.832 9.684  0.33
H: -22.393 21.078 4.883  0.27
C: -22.446 14.030 8.856  0.65
C: -12.201 9.267 1.718  -0.55
H: -17.229 15.933 15.056  0.20
C: -19.132 19.348 12.901  -0.25
H: -16.751 21.179 16.435  0.32
H: -18.309 12.644 11.784  -0.03
C: -11.948 18.953 4.394  -0.91
C: -20.273 12.270 13.661  -1.13
N: -13.099 18.209 4.959  -0.15
C: -12.430 11.058 8.932  -0.61
H: -11.742 10.532 8.270  0.66
H: -7.942 11.649 14.044  0.29
H: -18.156 16.252 8.628  0.35
O: -18.249 9.843 10.917  -0.59
C: -18.431 9.309 2.170  -0.82
C: -7.633 15.824 9.945  -0.75
H: -15.711 18.559 13.023  0.46
C: -16.855 7.952 9.510  -0.71
N: -21.617 13.871 9.918  0.13
C: -17.030 14.616 9.516  0.92
O: -8.046 12.247 12.127  -0.42
N: -11.175 16.002 9.881  0.55
H: -11.514 18.489 7.903  -0.01
O: -21.919 19.159 6.686  -0.59
C: -18.474 13.453 5.183  -0.41
H: -20.699 20.736 4.155  0.35
H: -13.473 16.069 7.614  -0.23
C: -15.526 19.197 10.233  0.65
H: -11.526 13.708 7.299  0.20
H: -14.678 11.380 12.637  -0.07
H: -16.367 16.672 4.874  0.27
H: -21.211 12.811 13.786  0.33
H: -8.992 10.566 12.942  0.32
H: -20.199 12.460 3.736  0.34
H: -18.200 16.259 10.485  0.11
O: -18.271 19.491 15.858  -0.58
H: -17.408 10.086 4.582  0.10
C: -21.270 16.860 5.198  -0.25
C: -14.631 19.782 9.199  -0.96
H: -8.685 11.329 10.483  0.50
H: -11.509 10.928 10.879  0.07
C: -8.762 12.324 10.920  0.16
H: -13.946 18.250 11.064  0.24
H: -15.039 17.006 12.891  0.31
H: -21.911 16.395 4.449  0.37
H: -19.057 12.936 2.435  0.31
O: -11.721 16.693 6.006  -0.65
H: -11.504 19.657 5.098  0.28
H: -12.715 12.705 6.763  0.29
O: -17.763 13.684 9.364  -0.69
H: -11.151 18.355 3.952  0.27
H: -20.839 19.218 8.920  0.29
H: -15.685 20.198 17.431  0.35
H: -9.144 13.507 9.250  -0.06
H: -14.708 16.128 6.210  0.04
C: -19.670 13.288 3.265  -0.88
H: -8.217 16.024 9.047  0.27
H: -20.783 21.254 5.635  0.28
H: -15.082 20.551 8.572  0.36
N: -16.782 17.842 15.979  -0.04
C: -17.901 8.865 13.050  -1.03
H: -17.954 12.522 4.954  -0.07
C: -11.412 17.320 9.765  0.73
H: -12.329 19.555 3.569  0.38
H: -17.660 16.004 4.057  0.27
H: -18.480 17.011 14.871  0.06
O: -18.420 8.565 3.417  -0.48
C: -17.463 14.288 5.950  0.61
O: -8.143 14.707 10.647  -0.34
H: -12.691 9.349 6.449  0.07
H: -13.406 10.889 8.477  0.11
H: -20.393 13.899 2.724  0.28
C: -14.417 8.743 2.169  -0.66
N: -15.726 14.468 9.651  0.76
H: -15.574 20.336 15.560  0.28
C: -13.494 8.979 5.811  -0.46
C: -17.639 16.069 9.569  -1.13
H: -20.295 15.461 10.187  0.33
H: -20.894 14.692 11.681  0.02
H: -17.751 10.134 1.959  0.26
H: -17.880 7.841 13.422  0.43
H: -11.930 14.238 10.521  0.34
N: -19.507 19.444 10.558  0.29
H: -16.073 13.012 12.207  -0.71
H: -17.846 15.131 6.526  -0.10
H: -16.892 7.201 11.448  0.30
H: -7.747 16.659 10.636  0.27
H: -16.417 13.578 13.902  0.45
H: -23.179 15.504 7.347  0.26
N: -16.967 8.079 10.955  -0.20
H: -21.771 16.707 6.154  -0.13
H: -15.418 8.876 4.025  -0.10
O: -12.120 17.935 10.541  -0.82
O: -21.113 20.212 11.923  -0.74
O: -18.828 13.864 14.669  -0.64
H: -23.860 15.633 9.041  0.37
H: -19.182 10.062 4.549  0.36
H: -21.929 15.734 11.010  0.43
H: -19.478 18.521 13.522  0.11

---

[2]
The following is a quantum chemistry calculation of C2H10NOSi as an isolated structure in a non-equilibrium geometry, from OMol25.

## Properties
HOMO-LUMO gap: 11.29 eV
E_tot: -13643.68483 eV
net charge: +1

Last column: Mulliken charge in e.
CARTESIAN COORDINATES (ANGSTROEM)
O: -0.734 -1.336 0.821  0.06
H: -0.235 0.585 -1.597  0.36
H: 0.494 0.787 1.771  -0.02
H: 0.031 -3.058 1.540  0.28
Si: -0.622 0.171 1.108  0.30
H: 1.749 2.657 -0.797  0.30
N: 0.172 1.300 -0.901  -0.53
H: -2.011 0.733 1.487  0.02
H: -1.681 -3.053 1.765  0.25
H: 2.278 1.136 -1.299  0.32
C: -0.792 -2.710 1.041  -0.42
H: -0.976 -3.112 -0.020  0.22
H: -0.482 2.055 -1.005  0.35
H: 1.364 2.063 -2.454  0.34
C: 1.444 1.782 -1.461  -0.83

---

[3]
The following is a quantum chemistry calculation of one molecule with the formula C4H5F in a non-equilibrium geometry, from OMol25.

## Properties
HOMO-LUMO gap: 10.16 eV
structure (SMILES): C=CC(=C)F
E_tot: -6944.53587 eV

Last column: Mulliken charge in e.
CARTESIAN COORDINATES (ANGSTROEM)
F: 1.276 -0.416 -0.559  -0.30
H: -2.209 0.244 -1.904  0.28
C: 0.287 0.051 0.483  0.66
C: -1.261 0.074 -1.437  -0.64
H: 1.686 0.040 1.840  0.29
H: -0.399 -0.006 -2.133  0.22
C: -1.072 0.072 -0.099  -0.26
C: 0.631 0.259 1.742  -0.76
H: -0.075 0.521 2.584  0.27
H: -1.994 0.213 0.504  0.25

---

Among the records above, which one has the lowest HOMO-LUMO gap? C50H120N10O20